Entry 1:
Formula: C68H154F9N5O11P
Source: the OMol25 dataset
Level of theory: ωB97M-V/def2-TZVPD

Results
gap between HOMO and LUMO: 6.978 eV
total charge: +3

Bonds (Å) are listed after each position.
CARTESIAN COORDINATES (ANGSTROEM)
1 C -27.20476 -7.47014 20.38672  C2 1.496, H11 1.097, H12 1.078, H13 1.098
2 C -26.44394 -8.65934 19.89166  C1 1.496, N3 1.502, H14 1.051, H15 1.085
3 N -27.29181 -9.81896 19.45369  C2 1.502, C4 1.454, C5 1.462, C7 1.513
4 C -28.03350 -10.33734 20.59235  N3 1.454, H16 1.070, H17 1.127, H18 1.075
5 C -28.14162 -9.34957 18.36073  N3 1.462, C6 1.518, H19 1.127, H20 1.066
6 C -27.50464 -8.83413 17.08328  C5 1.518, H21 1.100, H22 1.112, H23 1.070
7 C -26.31285 -10.87974 18.99961  N3 1.513, C8 1.511, H24 1.078, H25 1.100
8 C -26.77108 -12.31915 19.01724  C7 1.511, O9 1.393, H26 1.076, H27 1.099
9 O -27.94358 -12.28849 18.26628  C8 1.393, C10 1.435
10 C -28.16986 -13.38551 17.36918  O9 1.435, H28 1.123, H29 1.106, H30 1.115
11 H -27.68004 -6.92894 19.55940  C1 1.097
12 H -26.44162 -6.79400 20.73772  C1 1.078
13 H -27.83466 -7.63714 21.27057  C1 1.098
14 H -25.90118 -9.11612 20.66778  C2 1.051
15 H -25.79091 -8.51916 19.03650  C2 1.085
16 H -28.91188 -9.77227 20.82577  C4 1.070
17 H -27.29293 -10.47061 21.43172  C4 1.127
18 H -28.36734 -11.33202 20.35665  C4 1.075
19 H -28.90300 -8.65841 18.82194  C5 1.127
20 H -28.76299 -10.17531 18.09722  C5 1.066
21 H -28.22490 -8.87747 16.25247  C6 1.100
22 H -26.67539 -9.43052 16.64270  C6 1.112
23 H -27.17109 -7.81754 17.05292  C6 1.070
24 H -25.52466 -10.78611 19.72957  C7 1.078
25 H -25.82977 -10.58613 18.05564  C7 1.100
26 H -26.87685 -12.74436 19.99969  C8 1.076
27 H -25.99510 -12.91252 18.51298  C8 1.099
28 H -27.20016 -13.54789 16.82733  C10 1.123
29 H -29.01286 -13.19029 16.68009  C10 1.106
30 H -28.40526 -14.36755 17.84289  C10 1.115
31 C -29.14681 -19.67198 12.21755  C32 1.570, H41 1.071, H42 1.059, H43 1.095
32 C -29.35267 -18.14232 12.50478  C31 1.570, N33 1.536, H44 1.084, H45 1.050
33 N -30.61756 -17.85965 13.32986  C32 1.536, C34 1.494, C35 1.452, C37 1.490
34 C -30.62463 -16.36536 13.35089  N33 1.494, H46 1.079, H47 1.093, H48 1.074
35 C -31.79088 -18.45261 12.71389  N33 1.452, C36 1.519, H49 1.093, H50 1.072
36 C -31.91745 -18.20938 11.22034  C35 1.519, H51 1.086, H52 1.093, H53 1.134
37 C -30.51341 -18.33086 14.73925  N33 1.490, C38 1.520, H54 1.096, H55 1.073
38 C -31.44181 -17.61830 15.70858  C37 1.520, O39 1.391, H56 1.155, H57 1.109
39 O -32.79021 -17.74006 15.38884  C38 1.391, C40 1.458
40 C -33.63230 -17.28900 16.49055  O39 1.458, H58 1.119, H59 1.146, H60 1.078
41 H -28.10189 -19.88246 12.11641  C31 1.071
42 H -29.79135 -20.08181 11.48367  C31 1.059
43 H -29.39714 -20.24403 13.11675  C31 1.095
44 H -29.48090 -17.48620 11.65171  C32 1.084
45 H -28.55332 -17.72140 13.03898  C32 1.050
46 H -30.36638 -16.02330 12.36077  C34 1.079
47 H -29.75359 -16.00522 13.90377  C34 1.093
48 H -31.45218 -15.86714 13.82048  C34 1.074
49 H -32.69662 -18.08362 13.20276  C35 1.093
50 H -31.70762 -19.49992 12.92760  C35 1.072
51 H -31.15486 -18.59562 10.55086  C36 1.086
52 H -32.02202 -17.14278 11.00621  C36 1.093
53 H -32.92507 -18.69231 11.02823  C36 1.134
54 H -29.49472 -18.21678 15.12616  C37 1.096
55 H -30.75256 -19.37289 14.83417  C37 1.073
56 H -31.15053 -16.52986 15.96096  C38 1.155
57 H -31.18906 -18.16133 16.64195  C38 1.109
58 H -33.19351 -16.30279 16.78551  C40 1.119
59 H -33.45503 -18.03815 17.33944  C40 1.146
60 H -34.67755 -17.33219 16.23205  C40 1.078
61 C -21.29659 -11.60736 12.51522  C62 1.450, H71 1.060, H72 1.099, H73 1.074
62 C -21.79810 -10.26127 12.71489  C61 1.450, N63 1.499, H74 1.119, H75 1.098
63 N -22.16514 -9.95882 14.13623  C62 1.499, C64 1.461, C65 1.580, C67 1.472
64 C -21.08278 -9.88625 15.11538  N63 1.461, H76 1.091, H77 1.086, H78 1.076
65 C -22.75991 -8.50409 13.97308  N63 1.580, C66 1.555, H79 1.090, H80 1.093
66 C -22.02068 -7.41564 13.14389  C65 1.555, H81 1.069, H82 1.105, H83 1.080
67 C -23.21786 -10.91051 14.52648  N63 1.472, C68 1.467, H84 1.107, H85 1.109
68 C -24.17454 -10.43975 15.53380  C67 1.467, O69 1.453, H86 1.056, H87 1.076
69 O -23.58093 -10.05062 16.80159  C68 1.453, C70 1.417
70 C -23.13863 -11.20410 17.49612  O69 1.417, H88 1.082, H89 1.081, H90 1.113
71 H -20.24448 -11.68898 12.41544  C61 1.060
72 H -21.74087 -11.97443 11.57926  C61 1.099
73 H -21.55187 -12.30460 13.29115  C61 1.074
74 H -22.73871 -10.08859 12.13480  C62 1.119
75 H -21.10978 -9.48145 12.36197  C62 1.098
76 H -20.40918 -9.05483 14.90266  C64 1.091
77 H -20.48239 -10.78666 15.02377  C64 1.086
78 H -21.50837 -9.84887 16.10334  C64 1.076
79 H -23.00053 -8.09962 14.95594  C65 1.090
80 H -23.67264 -8.71104 13.40818  C65 1.093
81 H -22.20968 -7.56302 12.10205  C66 1.069
82 H -20.94961 -7.38827 13.41299  C66 1.105
83 H -22.48713 -6.50501 13.48907  C66 1.080
84 H -22.74727 -11.80043 14.98781  C67 1.107
85 H -23.69507 -11.20756 13.57022  C67 1.109
86 H -24.78172 -11.23264 15.87557  C68 1.056
87 H -24.78594 -9.63338 15.16690  C68 1.076
88 H -22.83966 -10.80390 18.45614  C70 1.082
89 H -22.30946 -11.75948 17.08170  C70 1.081
90 H -23.92225 -11.98452 17.61965  C70 1.113
91 C -24.96871 -14.49509 7.12897  C92 1.532, H101 1.108, H102 1.062, H103 1.072
92 C -25.47827 -15.38963 8.26410  C91 1.532, N93 1.487, H104 1.093, H105 1.071
93 N -24.91180 -16.76441 8.28096  C92 1.487, C94 1.492, C95 1.449, C97 1.448
94 C -25.54026 -17.47431 9.43237  N93 1.492, H106 1.102, H107 1.098, H108 1.092
95 C -25.42042 -17.38652 7.07509  N93 1.449, C96 1.462, H109 1.072, H110 1.102
96 C -24.96388 -18.74897 6.80511  C95 1.462, H111 1.079, H112 1.095, H113 1.081
97 C -23.47653 -16.88237 8.43184  N93 1.448, C98 1.539, H114 1.106, H115 1.090
98 C -22.75201 -15.89836 9.36681  C97 1.539, O99 1.382, H116 1.062, H117 1.084
99 O -23.11217 -16.21662 10.66208  C98 1.382, C100 1.446
100 C -22.31197 -15.53638 11.65549  O99 1.446, H118 1.114, H119 1.090, H120 1.080
101 H -23.92432 -14.75950 6.87054  C91 1.108
102 H -24.83895 -13.48917 7.44290  C91 1.062
103 H -25.46185 -14.70216 6.19982  C91 1.072
104 H -26.56252 -15.52516 8.22423  C92 1.093
105 H -25.20372 -15.04631 9.24051  C92 1.071
106 H -25.30745 -16.87015 10.32372  C94 1.102
107 H -25.09901 -18.47454 9.53128  C94 1.098
108 H -26.62806 -17.43600 9.34173  C94 1.092
109 H -24.99020 -16.88613 6.23049  C95 1.072
110 H -26.52073 -17.37945 7.13287  C95 1.102
111 H -23.90024 -18.87297 6.67272  C96 1.079
112 H -25.38916 -19.05471 5.84338  C96 1.095
113 H -25.14395 -19.51322 7.54878  C96 1.081
114 H -23.03418 -16.86577 7.41809  C97 1.106
115 H -23.29097 -17.91792 8.71716  C97 1.090
116 H -22.98333 -14.93207 8.99320  C98 1.062
117 H -21.72243 -16.20406 9.21864  C98 1.084
118 H -21.22205 -15.59725 11.43091  C100 1.114
119 H -22.62736 -15.92217 12.62522  C100 1.090
120 H -22.53192 -14.49597 11.46821  C100 1.080
121 C -31.37676 -18.11877 7.70958  C122 1.515, H131 1.111, H132 1.112, H133 1.089
122 C -31.11213 -17.83260 6.24608  C121 1.515, N123 1.595, H134 1.113, H135 1.116
123 N -30.25472 -16.52324 5.93644  C122 1.595, C124 1.435, C125 1.522, C127 1.464
124 C -28.93321 -16.74350 6.44972  N123 1.435, H136 1.077, H137 1.049, H138 1.067
125 C -30.10059 -16.33440 4.43436  N123 1.522, C126 1.521, H139 1.107, H140 1.100
126 C -29.48998 -15.02578 3.95662  C125 1.521, H141 1.107, H142 1.065, H143 1.097
127 C -30.76947 -15.35552 6.65325  N123 1.464, C128 1.510, H144 1.089, H145 1.088
128 C -32.06389 -14.73412 6.18438  C127 1.510, O129 1.393, H146 1.067, H147 1.117
129 O -33.14726 -15.54610 6.51391  C128 1.393, C130 1.442
130 C -33.70418 -15.27795 7.81643  O129 1.442, H148 1.115, H149 1.092, H150 1.073
131 H -30.55201 -17.70738 8.32932  C121 1.111
132 H -31.42969 -19.22916 7.72651  C121 1.112
133 H -32.27979 -17.61467 8.05113  C121 1.089
134 H -32.01590 -17.66047 5.62046  C122 1.113
135 H -30.54564 -18.65676 5.75066  C122 1.116
136 H -28.71410 -17.76742 6.19904  C124 1.077
137 H -28.89110 -16.63721 7.49247  C124 1.049
138 H -28.24400 -16.02390 6.06676  C124 1.067
139 H -31.08553 -16.36347 3.92979  C125 1.107
140 H -29.63805 -17.31624 4.25835  C125 1.100
141 H -28.44157 -14.73888 4.16623  C126 1.107
142 H -30.14681 -14.24648 4.26507  C126 1.065
143 H -29.60145 -15.07413 2.86662  C126 1.097
144 H -29.95657 -14.63934 6.54305  C127 1.089
145 H -30.75220 -15.56718 7.71997  C127 1.088
146 H -32.05568 -14.67087 5.11882  C128 1.067
147 H -32.15925 -13.71646 6.63502  C128 1.117
148 H -34.21867 -14.29067 7.88629  C130 1.115
149 H -32.85569 -15.30545 8.50305  C130 1.092
150 H -34.34718 -16.11014 8.02868  C130 1.073
151 C -27.86626 -1.08704 9.68359  C152 1.554, H168 1.096, H169 1.095, H170 1.079
152 C -28.71762 -1.88297 10.71208  C151 1.554, C153 1.526, H171 1.105, H172 1.085
153 C -28.42351 -3.37079 10.54294  C152 1.526, C154 1.491, H173 1.092, H174 1.101
154 C -29.30977 -4.39753 11.16306  C153 1.491, P155 1.810, H175 1.127, H176 1.081
155 P -28.98438 -6.15450 10.87646  C154 1.810, C156 1.754, C160 1.763, C164 1.801
156 C -29.13152 -6.43553 9.15129  P155 1.754, C157 1.521, H177 1.085, H178 1.118
157 C -30.33998 -5.80182 8.47840  C156 1.521, C158 1.532, H179 1.121, H180 1.144
158 C -30.43783 -6.20635 7.00422  C157 1.532, C159 1.533, H181 1.060, H182 1.126
159 C -31.57856 -5.45401 6.31011  C158 1.533, H183 1.109, H184 1.136, H185 1.095
160 C -27.48350 -6.94407 11.35730  P155 1.763, C161 1.525, H186 1.156, H187 1.081
161 C -26.11090 -6.30425 11.17978  C160 1.525, C162 1.491, H188 1.073, H189 1.107
162 C -25.76881 -6.09130 9.74436  C161 1.491, C163 1.545, H190 1.108, H191 1.101
163 C -24.25409 -5.94534 9.47853  C162 1.545, H192 1.076, H193 1.100, H194 1.078
164 C -30.27037 -7.01197 11.80187  P155 1.801, C165 1.529, H195 1.104, H196 1.134
165 C -30.18188 -8.51208 12.08600  C164 1.529, C166 1.550, H197 1.065, H198 1.117
166 C -30.29252 -9.49369 10.89131  C165 1.550, C167 1.575, H199 1.088, H200 1.104
167 C -31.61535 -9.26587 10.06737  C166 1.575, H201 1.125, H202 1.096, H203 1.102
168 H -27.63066 -0.04370 9.92395  C151 1.096
169 H -28.28693 -1.02936 8.67392  C151 1.095
170 H -26.90088 -1.53289 9.50146  C151 1.079
171 H -29.80051 -1.66924 10.65571  C152 1.105
172 H -28.34385 -1.52375 11.66558  C152 1.085
173 H -27.41828 -3.57725 10.91552  C153 1.092
174 H -28.23210 -3.54959 9.47373  C153 1.101
175 H -30.42940 -4.35201 11.04282  C154 1.127
176 H -29.21049 -4.27633 12.23256  C154 1.081
177 H -29.12388 -7.51172 9.01531  C156 1.085
178 H -28.23916 -6.00048 8.63771  C156 1.118
179 H -30.28958 -4.68643 8.57819  C157 1.121
180 H -31.27631 -6.03733 9.09173  C157 1.144
181 H -30.58434 -7.25263 6.91815  C158 1.060
182 H -29.48331 -5.90585 6.48823  C158 1.126
183 H -31.86352 -5.83333 5.30762  C159 1.109
184 H -31.36975 -4.35371 6.11986  C159 1.136
185 H -32.53232 -5.44848 6.84819  C159 1.095
186 H -27.46775 -7.89138 10.69507  C160 1.156
187 H -27.58703 -7.34528 12.35541  C160 1.081
188 H -25.26946 -6.84320 11.56961  C161 1.073
189 H -26.01875 -5.35410 11.74001  C161 1.107
190 H -26.34824 -5.21588 9.38997  C162 1.108
191 H -26.13433 -6.94914 9.15858  C162 1.101
192 H -24.03339 -5.64883 8.46834  C163 1.076
193 H -23.74615 -6.89776 9.68923  C163 1.100
194 H -23.91304 -5.16964 10.14490  C163 1.078
195 H -31.20227 -6.66243 11.32510  C164 1.104
196 H -30.23477 -6.38494 12.74622  C164 1.134
197 H -30.98764 -8.68633 12.75976  C165 1.065
198 H -29.28209 -8.68827 12.72483  C165 1.117
199 H -30.22760 -10.54549 11.16151  C166 1.088
200 H -29.42397 -9.36482 10.22226  C166 1.104
201 H -31.65456 -8.20118 9.70554  C167 1.125
202 H -32.50977 -9.41729 10.68187  C167 1.096
203 H -31.66000 -9.89867 9.16571  C167 1.102
204 C -25.99151 -10.14926 11.31318  O205 1.490, O206 1.241, C207 1.529, H218 1.196
205 O -27.21296 -10.78605 11.88044  C204 1.490, C211 1.422
206 O -25.07500 -9.91653 12.11724  C204 1.241
207 C -25.68981 -10.88534 10.00793  C204 1.529, F208 1.419, F209 1.367, F210 1.345
208 F -26.53795 -10.52155 8.93032  C207 1.419
209 F -24.48108 -10.43559 9.55325  C207 1.367
210 F -25.75926 -12.22829 10.04810  C207 1.345
211 C -27.01535 -11.62806 13.00868  O205 1.422, C212 1.486, H216 1.103, H217 1.072
212 C -27.77163 -11.23279 14.22503  C211 1.486, H213 1.115, H214 1.097, H215 1.090
213 H -28.80164 -10.95082 13.90391  C212 1.115
214 H -27.95431 -12.14217 14.81123  C212 1.097
215 H -27.37500 -10.38577 14.78390  C212 1.090
216 H -25.94080 -11.72904 13.23611  C211 1.103
217 H -27.31906 -12.62119 12.74301  C211 1.072
218 H -26.44545 -9.12009 10.90551  C204 1.196
219 C -28.53733 -15.08547 10.31153  O220 1.443, O221 1.292, C222 1.577, H233 1.124
220 O -28.33024 -15.22287 11.73329  C219 1.443, C226 1.404
221 O -28.45582 -16.19630 9.65683  C219 1.292
222 C -29.94654 -14.38663 10.19663  C219 1.577, F223 1.344, F224 1.378, F225 1.383
223 F -31.06099 -15.13790 10.18490  C222 1.344
224 F -30.27650 -13.45024 11.15224  C222 1.378
225 F -29.99393 -13.71482 8.98825  C222 1.383
226 C -26.97522 -15.24070 12.10015  O220 1.404, C227 1.444, H231 1.114, H232 1.099
227 C -27.06102 -15.29985 13.54010  C226 1.444, H228 1.100, H229 1.105, H230 1.103
228 H -27.67251 -14.45351 13.88467  C227 1.100
229 H -27.54262 -16.16045 14.03944  C227 1.105
230 H -26.04575 -15.21753 13.96261  C227 1.103
231 H -26.47255 -14.28828 11.81375  C226 1.114
232 H -26.41582 -16.07925 11.66290  C226 1.099
233 H -27.80511 -14.30514 9.96911  C219 1.124
234 C -21.73736 -14.30604 14.89184  O235 1.508, O236 1.300, C237 1.523, H248 1.111
235 O -22.38267 -15.66750 14.96369  C234 1.508, C241 1.426
236 O -22.21383 -13.39739 15.68943  C234 1.300
237 C -20.24210 -14.47606 15.12861  C234 1.523, F238 1.349, F239 1.315, F240 1.336
238 F -19.73312 -15.47540 14.37878  C237 1.349
239 F -19.54036 -13.37748 14.95433  C237 1.315
240 F -20.01225 -14.84748 16.39092  C237 1.336
241 C -22.83431 -16.15018 16.22696  O235 1.426, C242 1.495, H246 1.128, H247 1.076
242 C -24.32105 -16.18499 16.37709  C241 1.495, H243 1.115, H244 1.141, H245 1.095
243 H -24.70928 -15.16223 16.16064  C242 1.115
244 H -24.85842 -16.88402 15.65276  C242 1.141
245 H -24.64567 -16.46537 17.38409  C242 1.095
246 H -22.37766 -15.45201 16.98650  C241 1.128
247 H -22.33546 -17.08421 16.41524  C241 1.076
248 H -21.77068 -13.94913 13.84055  C234 1.111



Entry 2:
Formula: C2H3FO2S
Source: the OMol25 dataset
Level of theory: ωB97M-V/def2-TZVPD

Results
gap between HOMO and LUMO: 9.414 eV

Bonds (Å) are listed after each position.
CARTESIAN COORDINATES (ANGSTROEM)
1 C 2.53540 0.14080 0.10271  C2 1.281, H4 1.116, H5 1.122
2 C 1.31664 0.34634 0.43789  C1 1.281, O3 1.168
3 O 0.24592 0.70283 0.74001  C2 1.168
4 H 3.03353 0.67689 -0.73972  C1 1.116
5 H 2.91114 -0.87698 0.38796  C1 1.122
6 O -2.24950 0.17295 -1.00513  S7 1.648, H9 0.971
7 S -2.07149 -1.03082 0.10658  O6 1.648, F8 1.621
8 F -3.56653 -1.23071 0.69926  S7 1.621
9 H -2.15510 1.09871 -0.72956  O6 0.971



Values for LUMO level, eV, ordered as above
-4.573; 0.519
Values for DFT total energy, eV, ordered as above
-136701.667; -19767.832